DFT (ωB97M-V/def2-TZVPD) results for a structure of composition C4H7FO in a non-equilibrium geometry.

The value obtained for the HOMO-LUMO gap is 10.351 eV. The energy above the lowest of the compared OMol25 structures with the same formula, charge and spin is 93.0 kcal per mole.

XYZ file:
```
13
Properties=species:S:1:pos:R:3:forces:R:3:lowdin_charge:R:1
C 1.295 -0.724 -0.657 -0.6906 1.8173 -2.1001 -0.137
C 0.630 -0.299 0.629 -0.6888 -0.3801 3.0683 -0.326
C -0.455 0.808 0.474 1.3104 0.8050 -1.5078 -0.246
C -1.742 0.200 -0.128 -2.1481 -2.9463 -1.6401 -0.149
H 0.190 -0.579 -1.475 4.3550 -0.7850 1.7589 0.162
H 1.757 -1.833 -0.654 -1.0981 2.8684 -0.1266 0.098
H 2.212 0.277 -0.790 -2.8812 -3.5757 -0.3696 0.164
H -0.060 -1.039 1.127 0.8397 -0.1583 -0.8630 0.111
H 1.401 -0.187 1.466 -0.9958 0.7244 -1.1254 0.121
H -0.722 1.449 1.364 0.4679 -0.8888 -0.7815 0.154
H -2.543 1.203 -0.422 1.8626 -3.3381 0.5699 0.194
O -1.927 -1.072 -0.347 0.5525 7.2599 1.2580 -0.025
F -0.036 1.795 -0.587 -0.8854 -1.4026 1.8589 -0.120
```
Positions in Å, forces in eV/Å.